1.
C3H5N2O | ωB97M-V with the def2-TZVPD basis set

As for the total charge: +1. As for the molecular weight: 85.09 g/mol. Its gap between HOMO and LUMO (alpha / beta) is 0.3338 / 0.2661 Ha. The HOMO energy (alpha / beta) is -14.2 / -13.5 eV. Its spin multiplicity is 1. The energy above the lowest of the compared OMol25 structures with the same formula, charge and spin is 162.5 kcal/mol.

Element x y z (Å)
C 0.3608 0.3025 2.4409
C 0.2108 -1.4421 -2.0838
C -0.3308 0.4400 -0.6262
N 0.6202 -0.4025 1.5638
N -0.2467 -0.5053 -1.3608
O -0.7700 1.6037 -0.3484
H -0.1091 1.2531 2.5807
H 0.6963 0.2212 3.4475
H -0.4340 -2.4785 -2.0906
H 1.1524 -1.2091 -2.6183
H -1.1499 2.2169 -0.9046

These are the natural (NBO) partial charges, in e, on atoms 1 to 5: number 1, C, carries -0.20; number 2, C, carries 0.01; number 3, C, carries 0.81; number 4, N, carries -0.19; number 5, N, carries -0.38

=====

2.
C19H43BNO6S | ωB97M-V with the def2-TZVPD basis set

As for the total charge: -1. As for the molecular weight: 424.43 g/mol. Its gap between HOMO and LUMO is 0.2369 Ha. The HOMO energy is -4.1 eV. Its spin multiplicity is 1.

Element x y z (Å)
C -3.7779 -0.6775 -1.3493
C -2.4611 -0.8380 -2.1218
C -1.2587 -0.0655 -1.5560
B 0.1893 -0.8231 -1.6984
C 0.4586 -1.8275 -0.4330
N -0.7371 -2.5785 0.0305
C 1.4007 0.3112 -1.8608
S 2.9810 0.1496 -0.9293
C 2.5454 0.9019 0.6660
C 2.8900 0.0184 1.8665
H -4.3461 -1.6121 -1.3216
H -4.4375 0.0994 -1.7448
H -3.5539 -0.4139 -0.3102
H -2.2133 -1.8999 -2.1779
H -2.6158 -0.5188 -3.1598
H -1.4586 0.1317 -0.4899
H -1.2079 0.9258 -2.0338
H 0.1840 -1.4987 -2.7574
H 0.8342 -1.2753 0.4394
H 1.2705 -2.5195 -0.7115
H -0.5331 -3.0413 0.9108
H -0.9164 -3.3389 -0.6192
H 1.0425 1.3175 -1.6048
H 1.7541 0.3928 -2.8938
H 1.4804 1.1326 0.6373
H 3.0903 1.8475 0.7374
H 3.9357 0.1521 2.1579
H 2.2605 0.2360 2.7326
H 2.7640 -1.0286 1.5922
O -5.9570 1.9760 -0.9644
C -6.1148 1.7409 0.1970
O -7.2924 1.1852 0.5908
C -7.4948 0.7090 1.9225
C -7.9113 1.8113 2.8753
C -5.0545 2.0660 1.2228
H -6.6106 0.1796 2.2795
H -8.2914 -0.0269 1.8206
H -7.1265 2.5586 2.9890
H -8.1257 1.3907 3.8592
H -8.8099 2.3060 2.5064
H -5.1840 3.1090 1.5181
H -4.0949 1.9708 0.7213
H -5.0710 1.4517 2.1176
O 4.1619 6.2809 5.3304
C 4.4177 5.7796 4.2682
O 3.8249 4.6178 3.9416
C 4.0006 3.9975 2.6542
C 5.2610 3.1619 2.6055
C 5.4216 6.4035 3.3240
H 3.9615 4.7492 1.8659
H 3.1234 3.3643 2.5424
H 6.1544 3.7651 2.7697
H 5.3464 2.6502 1.6466
H 5.2154 2.4076 3.3915
H 6.4120 6.0546 3.6208
H 5.3859 7.4785 3.4749
H 5.2797 6.1629 2.2751
O -0.3879 -5.7435 -1.9677
C 0.6157 -5.6998 -2.6250
O 1.5495 -4.7830 -2.3207
C 2.8253 -4.7035 -2.9572
C 2.7530 -3.9254 -4.2546
C 0.8255 -6.6052 -3.8200
H 3.2584 -5.6981 -3.0871
H 3.4365 -4.1663 -2.2338
H 2.1361 -4.4340 -4.9961
H 3.7549 -3.8003 -4.6694
H 2.3230 -2.9424 -4.0609
H 0.3520 -6.1243 -4.6774
H 0.3017 -7.5367 -3.6242
H 1.8648 -6.7981 -4.0694

These are the Löwdin partial charges, in e, on atoms 1 to 5: number 1, C, carries -0.12; number 2, C, carries -0.30; number 3, C, carries -0.21; number 4, B, carries -0.65; number 5, C, carries -0.28

=====

3.
C24H21BrN3 | ωB97M-V with the def2-TZVPD basis set

As for the total charge: +1. As for the molecular weight: 431.36 g/mol. Its gap between HOMO and LUMO is 0.1999 Ha. The HOMO energy is -10.7 eV. Its spin multiplicity is 1. The energy above the lowest of the compared OMol25 structures with the same formula, charge and spin is 0.0 kcal/mol.

Element x y z (Å)
C -0.1602 -1.3023 -1.3460
N -0.7889 -2.3384 -0.1595
N -0.7104 -2.8877 0.8202
C -1.3745 -0.6905 -2.0648
C -1.1633 -0.3671 -3.4137
C -2.2272 0.0024 -4.2387
C -3.5067 0.1354 -3.6966
Br -4.9360 0.7399 -4.7918
C -3.7349 -0.1950 -2.3571
C -2.6716 -0.5983 -1.5343
H 0.2835 -2.0162 -2.0730
H -0.1680 -0.5215 -3.8263
H -2.0595 0.1610 -5.2927
H -4.7428 -0.1652 -1.9658
H -2.8864 -0.9088 -0.5100
C -0.1434 2.3805 -1.3741
C -0.1568 1.7317 -0.0423
N -0.6564 2.3533 1.0690
C -1.1781 3.7097 1.0994
C -0.5338 1.5154 2.1795
C 0.0506 0.2865 1.7287
C 0.3135 -0.6926 2.6924
C 0.1058 -0.3971 4.0450
C -0.4734 0.8144 4.4559
C -0.8054 1.7978 3.5110
C 0.2847 0.4532 0.3142
C 0.9082 -0.4514 -0.6948
C 2.0736 -1.2954 -0.1691
C 2.8094 -0.8286 0.9216
C 3.8410 -1.5961 1.4663
C 4.2479 -2.7749 0.8309
C 3.5827 -3.1853 -0.3297
C 2.5175 -2.4353 -0.8524
H 0.5298 1.8289 -2.0369
H -1.1440 2.3367 -1.8370
H 0.2106 3.4232 -1.3284
H -1.4836 3.9351 2.1291
H -0.3976 4.4120 0.7683
H -2.0428 3.8014 0.4247
H 0.6767 -1.6794 2.4053
H 0.3847 -1.1267 4.8033
H -0.6608 1.0038 5.5121
H -1.2457 2.7622 3.7738
H 1.3437 0.2295 -1.4421
H 2.5549 0.1212 1.3930
H 4.3163 -1.2614 2.3879
H 5.0555 -3.3670 1.2675
H 3.8999 -4.0988 -0.8321
H 2.0618 -2.7540 -1.7898

These are the natural (NBO) partial charges, in e, on atoms 1 to 5: number 1, C, carries 0.06; number 2, N, carries 0.10; number 3, N, carries 0.32; number 4, C, carries -0.03; number 5, C, carries -0.20

=====

4.
C11H34BrN8O5V | ωB97M-V with the def2-TZVPD basis set

As for the total charge: +1. As for the molecular weight: 489.29 g/mol. Its gap between HOMO and LUMO (alpha / beta) is 0.1934 / 0.2064 Ha. The HOMO energy (alpha / beta) is -11.6 / -11.6 eV. Its spin multiplicity is 4.

Element x y z (Å)
V -0.3253 -1.9363 2.4828
Br -0.9492 -0.5751 0.2281
C -1.9304 -4.3518 -2.3939
O -1.6541 -4.9537 -3.4204
N -1.5132 -3.1418 -2.1323
N -2.6929 -4.7323 -1.4754
H -1.0146 -2.7689 -2.9275
H -1.8731 -2.5214 -1.4212
H -2.6410 -4.3980 -0.5238
H -3.2977 -5.5312 -1.6026
C -4.8559 -1.6040 0.8361
O -4.4884 -1.5634 1.9854
N -6.0858 -1.7897 0.3621
N -4.1387 -1.3856 -0.2571
H -6.2379 -1.5671 -0.6112
H -6.7982 -1.6922 1.0714
H -3.1685 -1.3930 0.0235
H -4.5559 -1.4838 -1.1717
C -3.3787 1.3348 -3.2891
O -3.6411 1.6168 -4.4556
N -3.3624 2.1046 -2.2339
N -3.0321 0.1570 -2.9085
H -3.5567 3.0753 -2.4338
H -2.9866 1.7383 -1.3709
H -2.8293 -0.0573 -1.9425
H -3.1783 -0.6126 -3.5460
C 3.1848 1.1119 -0.0352
C 3.0791 0.3868 -1.3940
C 4.4172 0.0920 -2.0368
O 5.1725 1.2714 -2.3908
C 4.7170 1.9775 -3.4967
N 2.4003 -0.8874 -1.0721
H 2.2462 1.1565 0.5172
H 3.6035 2.1150 -0.1163
H 3.8932 0.6231 0.6337
H 2.3720 0.8031 -2.1115
H 4.2527 -0.6617 -2.8068
H 4.9752 -0.4233 -1.2550
H 4.8530 1.4930 -4.4636
H 5.1755 2.9572 -3.6309
H 3.6694 2.2767 -3.4641
H 2.0415 -1.2236 -1.9544
H 1.4856 -0.6669 -0.7050
C -0.9358 1.3919 3.8080
C 0.4559 0.9932 3.2968
C 1.5423 1.9804 3.8872
O 2.8150 1.5557 3.2994
C 3.9321 2.4842 3.3961
N 0.6514 -0.3582 3.8179
H -1.1335 2.4500 3.6364
H -1.1446 1.2898 4.8729
H -1.7157 0.9186 3.2115
H 0.5905 0.9106 2.2183
H 1.5609 1.7316 4.9483
H 1.2584 3.0147 3.6928
H 4.8425 2.0169 3.0207
H 4.1328 2.8133 4.4157
H 3.7293 3.3562 2.7744
H 1.6612 -0.3493 3.8397
H 0.4050 -0.5689 4.7744

These are the natural (NBO) partial charges, in e, on atoms 1 to 5: number 1, V, carries 1.58; number 2, Br, carries -0.68; number 3, C, carries 0.73; number 4, O, carries -0.65; number 5, N, carries -0.85

=====

5.
C11H31O13 | ωB97M-V with the def2-TZVPD basis set

As for the molecular weight: 371.36 g/mol. Its gap between HOMO and LUMO (alpha / beta) is 0.3773 / 0.1625 Ha. The HOMO energy (alpha / beta) is -9.7 / -9.7 eV. Its spin multiplicity is 2.

Element x y z (Å)
O -0.3489 -1.2540 -0.4721
C -0.7293 0.0475 -0.4656
O -1.4534 0.5733 -1.2821
O -0.2769 0.5555 0.5380
H 0.0971 -0.9461 0.3203
C -0.0516 -2.9769 4.2195
C 0.5789 -1.7334 3.4588
O 0.9243 -2.0731 2.1619
O -1.3556 -3.2536 3.8317
H -0.1190 -2.8851 5.3035
H 0.5468 -3.8847 4.1423
H 1.4944 -1.4115 3.9551
H -0.1300 -0.9057 3.4372
H 1.5200 -1.4149 1.7965
H -1.9108 -2.7592 4.4391
C -0.9479 2.5491 3.3458
C -2.0211 1.5143 3.7032
O -2.5068 0.8354 2.5733
O 0.2591 1.8038 2.9519
H -0.7021 3.1975 4.1867
H -1.2552 3.2222 2.5454
H -2.9192 1.9927 4.0940
H -1.6240 0.7963 4.4208
H -1.7535 0.5257 2.0651
H 0.1164 1.4512 2.0705
C 3.7180 0.8825 0.2226
C 2.7466 2.0774 -0.0855
O 1.7910 1.7220 -1.0430
O 3.0917 0.0384 1.1883
H 4.6583 1.2688 0.6159
H 3.8746 0.2991 -0.6847
H 3.2162 2.9432 -0.5524
H 2.2815 2.4764 0.8159
H 1.1109 1.2182 -0.5900
H 2.9738 0.5444 1.9956
C -2.2320 3.6936 -4.8786
C -1.4866 2.3225 -5.1374
O -1.5838 1.4735 -4.0197
O -3.5775 3.4844 -4.7407
H -2.0770 4.3724 -5.7173
H -1.8865 4.0922 -3.9248
H -0.4315 2.5711 -5.2519
H -1.8674 1.8701 -6.0531
H -0.8738 0.8301 -4.0785
H -4.0849 3.9293 -5.4235
C 1.3209 -3.4703 -2.1962
C -0.0151 -4.2061 -2.3827
O -1.0617 -3.2099 -2.2346
O 1.6110 -3.2073 -0.8855
H 1.2947 -2.5179 -2.7256
H 2.0759 -4.1626 -2.5689
H -0.0765 -5.0092 -1.6483
H -0.1767 -4.6430 -3.3681
H -0.7645 -2.6645 -1.5026
H 0.9992 -2.5850 -0.4856

These are the natural (NBO) partial charges, in e, on atoms 1 to 5: number 1, O, carries -0.67; number 2, C, carries 0.91; number 3, O, carries -0.09; number 4, O, carries -0.64; number 5, H, carries 0.52